{"formula": "C11H22N10ORhSSi", "method": "ωB97M-V/def2-TZVPD", "e_above_lowest_ev": 0.119, "total_charge": -1, "spin_multiplicity": 5, "homo_lumo_gap_ev": [7.37, 6.23], "e_homo_ev": [-4.73, -5.61], "e_lumo_ev": [2.6, 0.6], "symbols": ["Rh", "N", "C", "N", "N", "N", "N", "C", "N", "N", "N", "N", "H", "O", "S", "N", "C", "Si", "C", "C", "C", "C", "C", "C", "C", "C", "H", "H", "H", "H", "H", "H", "H", "H", "H", "H", "H", "H", "H", "H", "H", "H", "H", "H", "H", "H", "H"], "coordinates": [[0.806146, 0.012711, -1.696429], [-2.136811, -0.393571, -3.546855], [-1.451896, -1.538381, -3.207048], [-1.892217, -2.748023, -3.499411], [-0.949981, -3.570328, -2.982772], [-0.006340, -2.903350, -2.433525], [-0.292069, -1.579229, -2.551761], [-1.747205, 0.897662, -3.277445], [-2.401979, 1.958810, -3.706906], [-1.693302, 3.000666, -3.206035], [-0.705034, 2.593623, -2.510443], [-0.695484, 1.229106, -2.524484], [-2.964516, -0.514206, -4.103380], [5.047466, -0.227043, -2.919374], [3.783269, -0.947077, -2.870549], [2.546165, -0.228505, -2.510414], [1.842037, -1.575698, 1.270302], [0.594783, -0.251495, 0.791070], [1.178572, 1.423843, 1.513617], [0.129744, 2.522574, 1.342139], [1.552655, 1.312253, 2.997254], [2.445064, 1.852640, 0.754849], [-1.158202, -0.804828, 1.307051], [-1.354378, -0.673924, 2.821367], [-2.245388, 0.004793, 0.593559], [-1.342237, -2.279853, 0.921355], [1.839319, -1.737603, 2.352782], [2.852387, -1.295470, 0.973967], [1.609682, -2.522172, 0.784318], [-0.764443, 2.328434, 1.939845], [-0.182902, 2.647056, 0.303499], [0.543204, 3.479242, 1.678381], [0.693510, 1.092928, 3.633827], [1.976535, 2.263176, 3.338940], [2.306251, 0.542951, 3.172513], [2.270785, 2.009905, -0.314014], [3.255397, 1.127513, 0.848100], [2.806278, 2.803627, 1.160741], [-1.360826, 0.368951, 3.146719], [-0.583286, -1.202261, 3.387375], [-2.320809, -1.107802, 3.103085], [-2.240400, 1.058222, 0.876992], [-3.230289, -0.402590, 0.845640], [-2.141325, -0.040242, -0.490873], [-0.649791, -2.935989, 1.450535], [-1.210922, -2.458423, -0.146478], [-2.357196, -2.592625, 1.188384]], "forces_ev_per_a": [[-0.382, -0.078, 0.083], [0.057, 0.005, 0.002], [-0.248, 0.135, -0.190], [0.042, 0.047, 0.143], [0.002, -0.085, -0.152], [0.075, 0.027, 0.173], [-0.070, -0.227, -0.021], [-0.174, -0.292, 0.010], [0.209, -0.045, -0.020], [-0.278, 0.047, 0.066], [0.312, -0.061, 0.082], [0.040, 0.399, -0.204], [-0.010, 0.012, -0.003], [0.079, 0.173, 0.015], [0.231, -0.518, -0.163], [0.113, 0.435, -0.057], [-0.003, -0.065, 0.085], [0.010, 0.101, 0.145], [0.157, 0.089, 0.036], [-0.143, 0.005, 0.043], [-0.043, -0.024, 0.062], [0.016, 0.031, -0.070], [-0.090, -0.073, -0.017], [-0.032, 0.037, 0.053], [-0.030, 0.064, -0.016], [0.014, -0.020, 0.020], [0.000, -0.029, 0.022], [0.051, 0.061, -0.005], [-0.026, -0.037, -0.052], [0.024, -0.003, 0.002], [0.022, -0.018, -0.067], [0.018, 0.039, 0.007], [0.000, -0.019, -0.039], [0.000, 0.038, 0.005], [0.034, -0.044, -0.011], [-0.080, -0.021, 0.021], [0.007, -0.062, 0.013], [0.020, 0.022, 0.033], [0.017, -0.019, -0.023], [0.030, -0.012, 0.005], [-0.016, -0.009, 0.002], [0.027, -0.002, -0.005], [-0.027, -0.005, 0.030], [0.010, -0.037, -0.048], [0.043, 0.002, 0.043], [0.022, 0.049, -0.033], [-0.028, -0.013, -0.007]]}



{"formula": "C11H23AgCl10O", "method": "ωB97M-V/def2-TZVPD", "e_above_lowest_ev": 4.376, "total_charge": 1, "spin_multiplicity": 2, "homo_lumo_gap_ev": [4.47, 4.48], "e_homo_ev": [-12.12, -12.12], "e_lumo_ev": [-7.6, -7.6], "symbols": ["Ag", "C", "O", "H", "H", "H", "Cl", "C", "C", "Cl", "H", "H", "H", "H", "Cl", "C", "C", "Cl", "H", "H", "H", "H", "Cl", "C", "C", "Cl", "H", "H", "H", "H", "Cl", "C", "C", "Cl", "H", "H", "H", "H", "Cl", "C", "C", "Cl", "H", "H", "H", "H"], "coordinates": [[-1.275594, 4.898604, -2.412162], [1.415602, 0.369855, 0.149926], [0.924405, 1.125068, -0.978248], [2.056905, -0.470918, -0.114510], [1.991566, 0.984863, 0.841394], [0.634864, -0.017327, 0.804622], [-1.764955, 1.572934, 5.783128], [-3.048114, 2.480034, 4.960846], [-4.139428, 1.500652, 4.528440], [-4.865161, 0.821256, 5.924347], [-2.525749, 2.901607, 4.102060], [-3.376193, 3.347241, 5.533942], [-3.779633, 0.612385, 4.009175], [-4.888564, 1.938593, 3.868802], [3.707900, 7.267268, 0.698942], [5.191162, 6.332186, 0.563873], [6.411064, 7.178752, 0.916562], [6.803432, 8.298467, -0.373241], [5.189443, 5.953781, -0.458343], [5.050945, 5.559179, 1.319451], [7.326960, 6.719149, 1.288047], [6.161210, 7.847382, 1.740338], [6.035679, -2.881339, -5.180072], [4.358670, -2.556327, -5.541582], [4.038363, -1.106408, -5.574299], [4.784427, -0.158635, -6.861289], [3.756824, -2.929842, -4.713117], [4.227798, -3.058370, -6.500188], [4.238981, -0.585620, -4.638020], [2.963348, -0.961576, -5.681382], [-5.092112, -4.945481, 3.758106], [-3.795331, -5.368473, 4.944404], [-2.391530, -5.482117, 4.234098], [-1.161798, -5.647017, 5.521053], [-3.995891, -6.227970, 5.584054], [-3.879515, -4.663376, 5.771362], [-2.238416, -4.522267, 3.740799], [-2.258737, -6.394050, 3.651986], [-2.640805, -4.047084, -4.211723], [-3.355609, -2.429639, -4.193187], [-4.862079, -2.542760, -4.600526], [-5.480750, -0.934136, -4.760929], [-2.791816, -1.832665, -4.910026], [-3.245460, -2.031275, -3.184582], [-5.402360, -2.963677, -3.752582], [-5.013950, -2.950907, -5.599749]], "forces_ev_per_a": [[0.082, -0.070, 0.021], [-0.156, 0.208, -1.084], [0.680, -1.046, 2.019], [-0.028, 0.079, -0.454], [0.073, 0.671, -0.223], [-0.628, 0.188, -0.281], [0.227, 0.102, 0.441], [0.404, -0.146, -1.252], [0.570, 0.318, -0.793], [-1.295, -0.519, 1.503], [-0.274, -0.059, -0.272], [-0.247, -0.500, 0.373], [0.639, 0.453, -0.261], [-0.033, 0.342, 0.267], [-0.763, 0.683, -0.054], [0.704, -0.378, 0.506], [-0.429, 0.796, 0.867], [0.334, 0.292, -0.780], [0.389, -0.187, 0.273], [0.337, -0.272, -0.331], [-0.223, -0.759, -0.625], [-0.368, -0.198, 0.130], [1.027, -0.052, 0.458], [-0.080, -0.057, -0.067], [-0.884, 1.170, 0.273], [0.299, 0.033, -0.324], [-0.052, -0.574, -0.332], [-0.714, 0.105, 0.231], [0.504, -0.313, 0.065], [-0.106, -0.320, -0.300], [0.516, -0.488, 0.479], [0.620, -0.316, 0.326], [-1.404, 0.537, 1.509], [0.122, 0.138, 0.134], [-0.395, -0.848, -1.041], [0.681, 0.956, -0.674], [0.310, -0.472, -0.386], [-0.449, 0.502, -0.347], [0.198, -0.398, 0.086], [-0.903, -0.219, -0.614], [1.561, 0.064, 0.660], [-0.618, 1.822, -0.028], [-0.192, 0.061, 0.107], [-0.136, 0.056, -0.170], [-0.056, -0.627, -0.605], [0.155, -0.755, 0.568]]}



{"formula": "C11H23BN2O6", "method": "ωB97M-V/def2-TZVPD", "homo_lumo_gap_ev": 9.84, "smiles": "CB(O)[C@@H]1C[C@@H](O)C(=O)O1.CNC(C)=O.CNC(C)=O", "e_homo_ev": -9.44, "e_lumo_ev": 0.4, "symbols": ["C", "B", "O", "C", "C", "C", "O", "C", "O", "O", "H", "H", "H", "H", "H", "H", "H", "H", "H", "C", "N", "C", "C", "O", "H", "H", "H", "H", "H", "H", "H", "C", "N", "C", "C", "O", "H", "H", "H", "H", "H", "H", "H"], "coordinates": [[3.881958, -0.063460, -2.245427], [3.219359, 1.347875, -2.130310], [3.997941, 2.473375, -2.357404], [1.704935, 1.617973, -1.739067], [0.778426, 0.452412, -1.438684], [0.332634, 0.143332, -2.846979], [-0.632496, -0.841913, -2.982330], [-0.069069, 1.577871, -3.194278], [-1.081614, 1.992841, -3.694920], [0.936384, 2.366315, -2.737041], [4.591385, -0.033976, -3.065448], [3.195499, -0.879756, -2.423042], [4.479326, -0.278188, -1.366479], [4.040361, 2.646384, -3.299216], [1.758017, 2.301896, -0.890415], [-0.076344, 0.917695, -0.951156], [1.111504, -0.370256, -0.831889], [1.156594, -0.029446, -3.530339], [-1.302752, -0.676517, -2.323630], [-0.144069, -1.876805, 4.573893], [-0.345052, -1.613036, 3.160991], [0.584439, -1.542899, 2.181070], [2.029058, -1.763906, 2.561825], [0.246107, -1.309373, 1.027748], [-0.691582, -2.773262, 4.867025], [-0.512563, -1.038368, 5.166159], [0.907422, -2.023097, 4.793312], [-1.290524, -1.461614, 2.835210], [2.638544, -1.676826, 1.668152], [2.355828, -1.016913, 3.285584], [2.168372, -2.758437, 2.985515], [-2.555748, 1.158689, -0.774569], [-2.343272, 0.292343, 0.377119], [-3.238718, -0.132826, 1.303968], [-4.669869, 0.324747, 1.148748], [-2.883858, -0.853519, 2.224722], [-2.289591, 0.634938, -1.690055], [-1.920817, 2.041765, -0.685711], [-3.587004, 1.480327, -0.859230], [-1.406345, -0.053768, 0.541304], [-5.253569, -0.094442, 1.961269], [-4.734278, 1.412283, 1.192484], [-5.084960, -0.020462, 0.201523]], "forces_ev_per_a": [[-0.173, 0.246, -0.253], [0.089, -0.039, -0.290], [-0.388, -0.150, -0.033], [-0.001, 0.037, 0.784], [0.363, 0.405, -0.206], [-0.653, 0.639, 0.096], [0.218, -0.157, -0.621], [-0.602, 0.074, -0.427], [0.815, -0.160, 0.156], [-0.115, 0.327, -0.335], [0.254, -0.022, -0.225], [-0.198, -0.261, 0.156], [0.097, -0.091, 0.353], [0.366, 0.340, -0.207], [0.034, 0.074, 0.223], [-0.151, -0.319, 0.358], [0.444, -0.238, 0.074], [0.315, -0.703, -0.033], [-0.338, -0.172, 0.246], [-0.128, 0.066, -0.321], [0.715, -0.152, -0.047], [-0.375, -0.169, 0.954], [0.021, 0.023, -0.142], [0.071, 0.227, -0.583], [0.040, -0.018, 0.066], [0.034, -0.011, 0.063], [0.058, -0.015, 0.044], [-0.346, 0.156, -0.097], [-0.006, 0.004, -0.053], [0.017, -0.059, 0.060], [0.029, 0.029, 0.075], [0.147, -0.204, 0.470], [-0.321, 0.041, 0.122], [0.142, 0.427, -0.646], [0.020, -0.101, 0.102], [-0.283, -0.181, 0.346], [-0.208, 0.236, -0.110], [-0.110, 0.075, -0.141], [-0.074, -0.032, 0.069], [0.189, -0.216, 0.016], [0.011, -0.033, 0.041], [-0.016, -0.001, -0.078], [-0.001, 0.078, -0.027]]}



{"formula": "C11H23BeN3O6", "method": "ωB97M-V/def2-TZVPD", "homo_lumo_gap_ev": [7.32, 7.32], "e_homo_ev": [-6.99, -6.99], "e_lumo_ev": [0.3, 0.3], "symbols": ["O", "H", "Be", "N", "N", "O", "O", "C", "C", "C", "C", "H", "H", "H", "H", "H", "H", "H", "H", "O", "H", "H", "C", "H", "H", "H", "O", "H", "H", "O", "C", "C", "C", "C", "C", "C", "N", "H", "H", "H", "H", "H", "H", "H"], "coordinates": [[0.397101, -3.278851, -2.949662], [1.254569, -3.117054, -3.449689], [0.368364, -0.428257, -1.098911], [-0.231026, 1.033678, -0.595796], [-0.928626, -0.425670, -2.420692], [0.216288, 1.953629, 0.326138], [-1.401538, -1.377276, -3.136697], [-1.134163, 1.613110, -1.393556], [-1.594680, 0.750228, -2.402887], [-1.613146, 3.017908, -1.270895], [-2.651483, 1.012015, -3.413708], [-0.942757, 3.540456, -0.585516], [-2.653122, 3.029414, -0.895578], [-1.614514, 3.496844, -2.270894], [-2.966113, 0.072159, -3.902511], [-2.260905, 1.705272, -4.174630], [-3.503045, 1.491067, -2.920366], [0.855554, 1.458772, 0.862950], [0.076185, -2.328168, -3.145036], [-2.605943, -0.661464, 0.859242], [-3.094050, -0.126005, 1.505547], [-3.305289, -0.994448, 0.248070], [1.978183, 0.028101, -1.473722], [2.553322, -0.080795, -0.558387], [2.317385, 0.980628, -1.989511], [2.042290, -0.873204, -2.114687], [3.748466, 2.349434, 1.334624], [3.416557, 2.850809, 0.568205], [4.500053, 1.839376, 0.986432], [-0.022620, -1.910825, -0.501668], [-0.126840, -2.503305, 0.853299], [0.406140, -1.581948, 1.896641], [0.169133, -1.869266, 3.255491], [0.716286, -1.054812, 4.239926], [1.511063, 0.016086, 3.840148], [1.726162, 0.203469, 2.474281], [1.149458, -0.548580, 1.528567], [0.147189, -2.642422, -1.173385], [-1.157919, -2.775219, 1.119172], [0.455874, -3.432614, 0.840395], [-0.441715, -2.738294, 3.485957], [0.534447, -1.247170, 5.296255], [1.972467, 0.703066, 4.541151], [2.399885, 0.996773, 2.137437]], "forces_ev_per_a": [[2.038, 2.434, -1.220], [-0.968, -1.175, 1.072], [-0.429, 0.954, -0.339], [-3.482, 2.776, -0.545], [-1.253, 1.759, 0.481], [0.995, -0.180, 0.715], [0.875, -0.018, -0.226], [1.618, -1.031, 1.438], [0.831, -2.725, -1.285], [0.141, 0.161, -0.189], [-0.319, 0.251, 0.067], [-0.405, 0.189, -0.194], [0.468, 0.035, -0.068], [0.005, -0.196, 0.564], [0.227, 0.533, 0.365], [-0.236, -0.156, 0.060], [-0.117, -0.021, -0.286], [-0.188, 0.002, -0.256], [-1.310, -1.610, 0.343], [-1.093, -0.215, -0.320], [0.247, -0.196, -0.266], [0.854, 0.385, 0.588], [0.539, 0.070, -1.014], [0.305, -0.292, -0.048], [-0.661, -1.286, 0.295], [1.206, 0.334, -0.148], [0.303, 0.160, -0.626], [0.163, -0.314, 0.382], [-0.403, 0.250, 0.120], [-0.078, -2.076, 1.212], [0.065, 0.077, -1.190], [0.324, 0.429, 1.186], [-0.006, -0.063, -0.492], [-0.070, -0.021, -0.228], [0.092, -0.070, -0.474], [-0.178, -0.056, 0.600], [0.237, -0.194, 0.099], [-0.207, 0.813, 0.399], [0.135, 0.301, -0.548], [0.032, 0.209, -0.003], [0.059, 0.160, 0.195], [-0.004, -0.006, -0.254], [-0.054, -0.183, 0.016], [-0.297, -0.200, 0.023]]}



Number 1: E_tot -1853.34437 hartree. Number 2: E_tot -5256.59100 hartree. Number 3: E_tot -1018.81249 hartree. Number 4: E_tot -1063.33180 hartree.